Version P
10
Properties=species:S:1:pos:R:3 method="wB97M-V/def2-TZVPD" homo_energy_ev=-11.6 total_charge=0 orbital_gap_ha=0.403
O 0.319 1.440 1.865
C 0.007 0.357 1.433
O -0.505 -0.840 1.899
N 0.107 0.055 0.004
N -0.723 -0.830 -0.575
C -0.463 -0.755 -1.903
N 0.512 0.165 -2.141
N 0.971 0.613 -0.949
H -0.923 -1.176 1.094
H -0.910 -1.254 -2.754

Version Q
10
Properties=species:S:1:pos:R:3 method="wB97M-V/def2-TZVPD" homo_energy_ev=-10.4 total_charge=0 orbital_gap_ha=0.331
O 1.250 2.061 0.702
N 1.269 1.045 0.033
O 2.152 0.701 -0.757
C 0.172 0.178 0.086
C -1.176 0.056 0.871
N -1.727 -1.071 0.328
N -1.016 -1.563 -0.580
N 0.092 -0.820 -0.806
H -1.670 0.574 1.671
H 0.654 -1.162 -1.551

Energies relative to the most stable structure are version P 0.0; version Q 66.4, reported in kcal/mol.

Version P
12
Properties=species:S:1:pos:R:3 method="wB97M-V/def2-TZVPD" homo_energy_ev=-10.4 total_charge=0 orbital_gap_ha=0.352
C -1.440 0.424 -0.038
C -0.465 -0.713 -0.339
C 1.003 -0.276 -0.399
C 1.571 -0.524 -1.549
C 1.708 0.389 0.735
O 1.141 0.988 1.617
H -1.160 0.938 0.883
H -1.461 1.152 -0.855
H -2.448 0.010 0.080
H -0.732 -1.193 -1.291
H -0.527 -1.493 0.428
H 2.809 0.297 0.729

Version Q
12
Properties=species:S:1:pos:R:3 method="wB97M-V/def2-TZVPD" homo_energy_ev=-9.6 total_charge=0 orbital_gap_ha=0.388
C -2.705 0.369 -0.094
C -1.455 0.025 -0.093
C -0.281 -0.533 -0.123
C 1.013 0.242 -0.282
C 2.249 -0.145 0.407
O 2.097 -0.352 -0.986
H -3.224 0.449 -1.039
H -3.229 0.601 0.822
H -0.558 -1.541 0.181
H 0.884 1.313 -0.511
H 2.240 -1.048 1.016
H 2.968 0.620 0.701

Energies relative to the most stable structure are version P 16.0; version Q 0.0, reported in kcal/mol.

Version P
12
Properties=species:S:1:pos:R:3 method="wB97M-V/def2-TZVPD" homo_energy_ev="-8.2 / -8.2" total_charge=0 orbital_gap_ha="0.294 / 0.294"
C -1.653 0.442 -0.542
C -0.814 -0.822 -0.534
C 0.494 -0.734 -0.656
C 1.753 -0.473 -0.516
C 2.176 -0.003 0.691
O 1.361 0.693 1.483
H -1.023 1.339 -0.567
H -2.265 0.456 -1.450
H -2.332 0.518 0.315
H -1.321 -1.781 -0.506
H 3.168 -0.107 1.119
H 0.456 0.473 1.163

Version Q
12
Properties=species:S:1:pos:R:3 method="wB97M-V/def2-TZVPD" homo_energy_ev=-9.9 total_charge=0 orbital_gap_ha=0.398
C 2.665 -0.260 0.121
C 1.582 0.070 -0.289
C 0.203 0.428 -0.632
C -0.676 0.392 0.632
C -1.870 -0.523 0.521
O -2.239 -1.057 -0.496
H 3.620 -0.563 0.490
H -0.204 -0.280 -1.365
H 0.173 1.415 -1.105
H -0.089 0.061 1.497
H -1.051 1.389 0.901
H -2.412 -0.688 1.477

Version R
12
Properties=species:S:1:pos:R:3 method="wB97M-V/def2-TZVPD" homo_energy_ev=-9.9 total_charge=0 orbital_gap_ha=0.397
C -0.351 -1.194 -2.326
C -0.628 -0.413 -1.444
C -0.906 0.573 -0.379
C -0.164 0.494 0.927
C 1.179 -0.097 1.184
O -0.852 0.941 1.832
H -0.153 -1.909 -3.105
H -0.854 1.589 -0.782
H -1.798 0.712 0.346
H 1.278 -0.223 2.264
H 1.955 0.579 0.814
H 1.295 -1.053 0.668

Energies relative to the most stable structure are version P 40.0; version Q 0.0; version R 15.6, reported in kcal/mol.

Version P
10
Properties=species:S:1:pos:R:3 method="wB97M-V/def2-TZVPD" homo_energy_ev=-9.2 total_charge=0 orbital_gap_ha=0.318
O -0.023 1.931 0.235
C 0.177 0.397 -0.062
C -0.778 -0.850 0.388
N -1.066 -1.487 -0.666
N -0.996 -0.635 -1.720
C -0.298 0.461 -1.410
I -0.019 1.739 -2.933
H -0.292 2.291 1.067
H 1.262 0.237 0.200
H -1.113 -1.226 1.400

Version Q
10
Properties=species:S:1:pos:R:3 method="wB97M-V/def2-TZVPD" homo_energy_ev=-10.0 total_charge=0 orbital_gap_ha=0.315
O -0.378 -1.847 -0.481
C -0.639 -0.185 -0.231
I -2.663 -0.019 0.342
C 0.302 0.109 0.928
C 1.181 0.920 0.314
N 0.859 1.227 -1.012
N -0.219 0.658 -1.306
H -0.885 -1.891 -1.248
H 0.336 -0.181 1.890
H 2.105 1.210 0.804

Energies relative to the most stable structure are version P 10.6; version Q 0.0, reported in kcal/mol.

Version P
17
Properties=species:S:1:pos:R:3 method="wB97M-V/def2-TZVPD" homo_energy_ev=-10.6 total_charge=0 orbital_gap_ha=0.431
C -0.772 1.464 1.100
C -0.745 -0.044 0.827
C 0.590 -0.618 0.651
C 1.057 -0.309 -0.740
C -0.031 -0.555 -1.853
H -0.891 1.491 2.301
H 0.245 1.977 0.989
H -1.702 1.816 0.666
H -1.276 -0.561 1.708
H -1.340 -0.211 -0.042
H 1.343 -0.279 1.470
H 0.471 -1.693 0.710
H 1.519 0.534 -0.722
H 2.037 -0.947 -0.880
H -0.994 -0.115 -1.437
H 0.262 -0.009 -2.746
H -0.274 -1.636 -1.924

Version Q
17
Properties=species:S:1:pos:R:3 method="wB97M-V/def2-TZVPD" homo_energy_ev=-8.7 total_charge=0 orbital_gap_ha=0.359
C 0.016 1.410 -1.436
C -0.320 -0.004 -1.012
C 0.113 -0.480 0.333
C -0.787 -1.492 1.011
C 0.879 0.435 1.260
H -0.518 2.120 -0.795
H 1.085 1.611 -1.366
H -0.291 1.578 -2.472
H -1.379 -0.208 -1.178
H 0.182 -0.743 -1.959
H 0.848 -0.986 -0.497
H -1.272 -2.156 0.289
H -1.578 -0.988 1.579
H -0.226 -2.115 1.716
H 1.711 0.929 0.748
H 0.238 1.218 1.680
H 1.298 -0.131 2.099

Energies relative to the most stable structure are version P 0.0; version Q 4.6, reported in kcal/mol.

Version P
17
Properties=species:S:1:pos:R:3 method="wB97M-V/def2-TZVPD" homo_energy_ev=-11.0 total_charge=0 orbital_gap_ha=0.451
C 0.888 0.426 1.845
C 1.484 0.260 0.427
C 0.475 -0.434 -0.508
C -0.896 0.169 -0.399
C -1.871 -0.424 -1.403
H 1.777 0.524 2.602
H 0.370 -0.544 2.115
H 0.182 1.371 1.829
H 2.515 -0.241 0.386
H 1.631 1.296 0.011
H 0.422 -1.496 -0.187
H 0.911 -0.372 -1.536
H -1.279 -0.007 0.621
H -0.843 1.273 -0.539
H -2.787 0.083 -1.489
H -1.966 -1.534 -1.216
H -1.414 -0.331 -2.370

Version Q
17
Properties=species:S:1:pos:R:3 method="wB97M-V/def2-TZVPD" homo_energy_ev=-10.2 total_charge=0 orbital_gap_ha=0.420
C 0.626 -1.928 1.094
C 0.117 -0.491 1.502
C -0.795 -0.034 0.083
C 0.149 0.914 -0.640
C -0.175 1.528 -1.977
H 1.579 -1.951 0.699
H 0.689 -2.650 1.979
H -0.156 -2.281 0.463
H -0.396 -0.438 2.470
H 0.747 0.386 1.598
H -1.136 -0.833 -0.544
H -1.647 0.553 0.489
H 0.257 1.808 0.112
H 1.111 0.476 -0.764
H -1.125 1.038 -2.297
H -0.105 2.715 -1.971
H 0.646 1.248 -2.605

Version R
17
Properties=species:S:1:pos:R:3 method="wB97M-V/def2-TZVPD" homo_energy_ev=-11.0 total_charge=0 orbital_gap_ha=0.452
C 1.586 0.502 1.918
C 1.175 0.432 0.460
C -0.320 0.169 0.311
C -0.733 0.128 -1.178
C -1.613 -1.084 -1.572
H 2.650 0.676 2.074
H 1.304 -0.420 2.428
H 1.021 1.303 2.391
H 1.769 -0.279 -0.118
H 1.347 1.406 0.000
H -0.687 -0.733 0.773
H -0.867 0.991 0.784
H -1.299 1.027 -1.442
H 0.130 0.127 -1.842
H -1.999 -1.646 -0.723
H -2.449 -0.758 -2.182
H -1.017 -1.843 -2.081

Energies relative to the most stable structure are version P 7.0; version Q 38.0; version R 0.0, reported in kcal/mol.

Version P
21
Properties=species:S:1:pos:R:3 method="wB97M-V/def2-TZVPD" homo_energy_ev=-13.5 total_charge=+1 orbital_gap_ha=0.209
C -2.764 0.402 -0.408
O -2.708 0.615 0.986
C -1.323 0.236 -0.920
C -0.425 -0.900 -0.269
C 1.008 -0.584 0.504
C 2.048 -0.469 -0.483
N 2.960 0.506 -0.925
N 0.787 0.476 1.574
H -3.266 -0.512 -0.606
H -3.215 1.216 -0.889
H -3.598 0.677 1.432
H -0.713 1.154 -0.942
H -1.447 0.103 -2.024
H -0.974 -1.531 0.470
H -0.190 -1.486 -1.296
H 1.977 -1.400 -1.086
H 3.803 0.001 -1.424
H 2.814 0.166 1.958
H 2.835 0.414 0.315
H 1.779 1.010 1.621
H 0.611 -0.095 2.412

Version Q
21
Properties=species:S:1:pos:R:3 method="wB97M-V/def2-TZVPD" homo_energy_ev=-15.6 total_charge=+1 orbital_gap_ha=0.360
C -1.358 1.672 0.250
C -2.150 -0.649 1.230
C 2.042 1.495 -0.545
C 1.448 -2.006 -0.512
C -1.180 0.177 0.463
N -0.103 -0.382 -0.133
N 0.110 -1.549 -0.611
O -0.645 -2.098 -1.357
H -1.874 2.167 1.089
H -0.368 2.079 0.165
H -1.943 1.803 -0.671
H -2.358 -1.580 0.806
H -2.902 0.084 1.085
H -2.003 -0.666 2.283
H 2.960 1.685 -1.051
H 1.356 1.386 -1.394
H 1.762 2.339 0.184
H 1.775 -2.439 -1.399
H 1.473 -2.911 0.195
H 2.043 -1.242 -0.057
H 1.915 0.637 -0.018

Energies relative to the most stable structure are version P 131.8; version Q 0.0, reported in kcal/mol.